{"formula": "C43H29I2N8O2S2V", "method": "ωB97M-V/def2-TZVPD", "e_lumo_ev": [-9.90, -9.08], "relative_energy_ev": 0.0332, "multiplicity": 2, "total_charge": 3, "homo_energy_ev": [-14.70, -14.70], "largest_force_ev_per_a": 1.77, "orbital_gap_ev": [4.80, 5.62], "elements": ["V", "N", "C", "N", "C", "N", "N", "C", "C", "C", "C", "C", "C", "N", "C", "C", "C", "C", "C", "C", "H", "H", "H", "H", "H", "H", "H", "H", "H", "H", "H", "I", "C", "C", "C", "I", "C", "C", "C", "C", "N", "C", "C", "O", "H", "H", "H", "H", "S", "C", "C", "C", "C", "C", "C", "N", "C", "C", "C", "C", "C", "C", "C", "C", "N", "C", "C", "C", "C", "C", "S", "C", "H", "H", "H", "H", "H", "H", "H", "H", "H", "H", "H", "H", "O", "H", "H"], "positions_angstrom": [[0.0659, 0.2131, -0.2586], [0.1080, 0.1474, 4.9175], [0.5756, -0.2501, 3.7404], [0.6020, 0.4925, 2.6660], [0.1221, 1.7770, 2.7450], [0.2127, 2.5843, 1.7182], [0.7157, 1.9855, 0.5802], [1.4494, 2.7233, -0.1617], [1.9558, 2.1281, -1.3927], [2.8322, 2.7862, -2.2280], [3.3029, 2.1328, -3.3597], [2.8641, 0.8449, -3.6148], [1.9654, 0.2544, -2.7445], [1.5136, 0.8724, -1.6437], [-0.4280, 2.2794, 3.9887], [-0.9323, 3.5783, 4.1344], [-1.4077, 3.9952, 5.3547], [-1.3840, 3.1269, 6.4542], [-0.8898, 1.8471, 6.3326], [-0.4137, 1.4311, 5.0939], [0.1354, -0.4848, 5.7038], [0.9588, -1.2627, 3.6855], [1.6808, 3.7414, 0.1290], [3.1425, 3.7939, -1.9839], [4.0007, 2.6207, -4.0281], [3.2070, 0.2936, -4.4795], [1.5952, -0.7403, -2.9426], [-0.9325, 4.2382, 3.2769], [-1.7921, 4.9993, 5.4727], [-1.7510, 3.4661, 7.4139], [-0.8649, 1.1770, 7.1849], [-3.8725, 0.2081, 2.7002], [-3.6800, 1.2020, 0.8915], [-4.7402, 1.9743, 0.3686], [-4.6292, 2.6098, -0.8440], [-6.2435, 3.6980, -1.5483], [-3.4229, 2.5142, -1.6036], [-3.1803, 3.0695, -2.8777], [-1.9676, 2.8654, -3.4850], [-0.9764, 2.1217, -2.8308], [-1.1565, 1.5928, -1.6327], [-2.3778, 1.7759, -1.0449], [-2.5273, 1.1068, 0.1737], [-1.4285, 0.3706, 0.4952], [-5.6590, 2.0548, 0.9334], [-3.9540, 3.6442, -3.3723], [-1.7637, 3.2684, -4.4671], [-0.0127, 1.9683, -3.3027], [5.7719, -2.9391, 2.6359], [6.3660, -2.0588, 3.9629], [5.6050, -0.9642, 4.2362], [4.5139, -0.8442, 3.3432], [4.4659, -1.8463, 2.4096], [3.4692, -2.0463, 1.3582], [2.5097, -1.0489, 1.1250], [1.5556, -1.1554, 0.2103], [1.4970, -2.2760, -0.5585], [2.4132, -3.3103, -0.4222], [2.2877, -4.4575, -1.2849], [1.2996, -4.5368, -2.1994], [0.3281, -3.4795, -2.3331], [-0.7432, -3.5061, -3.2390], [-1.6593, -2.4690, -3.2896], [-1.4494, -1.3900, -2.4127], [-0.4337, -1.3298, -1.5587], [0.4421, -2.3707, -1.5062], [-2.7940, -2.4407, -4.2145], [-3.9148, -1.6545, -4.1576], [-4.7993, -1.8683, -5.2432], [-4.3275, -2.8074, -6.1085], [-2.8287, -3.4362, -5.6138], [3.4040, -3.1767, 0.5619], [7.2563, -2.3904, 4.4760], [5.8169, -0.2782, 5.0436], [3.7982, -0.0316, 3.3967], [2.5183, -0.1373, 1.7001], [3.0028, -5.2637, -1.1790], [1.2148, -5.4015, -2.8461], [-0.8589, -4.3639, -3.8937], [-2.1389, -0.5574, -2.4220], [-4.1341, -0.9735, -3.3428], [-5.7459, -1.3634, -5.3730], [-4.7925, -3.1629, -7.0162], [4.1214, -3.9795, 0.6975], [-0.9576, -2.2967, 1.3817], [-1.7040, -1.9667, 1.9001], [-0.9940, -3.2576, 1.4679]], "lowdin_charge": [1.102, 0.155, -0.121, 0.109, -0.278, 0.107, -0.075, -0.005, -0.240, 0.036, 0.016, 0.006, -0.069, 0.002, -0.100, 0.004, -0.030, -0.021, 0.010, -0.171, 0.174, 0.149, 0.157, 0.140, 0.138, 0.133, 0.121, 0.120, 0.123, 0.127, 0.130, 1.085, -0.606, -0.176, -0.641, 1.085, -0.182, 0.020, 0.011, -0.060, 0.076, -0.160, -0.325, -0.188, 0.098, 0.090, 0.130, 0.119, 1.106, -0.367, -0.152, -0.119, -0.498, -0.163, -0.032, 0.031, -0.168, -0.104, 0.026, 0.026, -0.107, 0.079, -0.162, -0.001, 0.031, -0.185, -0.500, -0.115, -0.152, -0.368, 1.102, 0.079, 0.089, 0.117, 0.104, 0.099, 0.136, 0.136, 0.127, 0.117, 0.110, 0.117, 0.088, 0.124, -0.054, 0.001, 0.072]}